Here is a gas-phase ion, C12H18N3O7 (charge -1) at a distorted geometry from the Open Molecules 2025 dataset. Energies are from ωB97M-V with the def2-TZVPD basis set.

```
40
Properties=species:S:1:pos:R:3:forces:R:3
O 2.4544 1.6786 -2.1530 -0.045 -0.626 -0.072
O -0.9095 -3.5114 -2.0212 0.388 -0.030 0.019
O -1.7570 1.8270 0.4355 0.929 -0.719 -0.715
O -0.1545 -0.2942 3.9452 -0.484 -0.527 0.310
O 0.8189 -2.2688 0.5682 -0.198 0.579 -0.989
O -3.5461 2.3000 1.5958 -0.503 -0.593 0.578
O 0.9793 -4.7041 -1.7818 0.032 0.602 -0.262
C 1.3709 1.8490 -1.6059 0.920 0.865 -0.085
C 0.2870 -3.5889 -2.1520 -0.043 -0.173 -0.123
C -2.6750 1.5036 1.2486 -0.524 0.521 0.066
C -0.3984 0.0792 2.8035 0.756 -0.457 1.110
C 0.2544 -1.3172 0.0176 0.957 -0.333 1.270
N 0.2023 1.1684 2.3395 1.027 0.398 0.675
N -0.8393 -0.7318 0.5097 -0.541 -0.203 0.088
N 0.5519 0.8933 -1.1624 -0.639 -1.507 0.753
C 0.8562 3.2419 -1.3726 -0.021 0.319 1.564
C 1.1277 1.9427 3.1517 -0.537 -0.846 -0.015
C 1.1549 -2.5121 -2.8331 -0.876 -0.832 1.100
C -2.7131 0.0374 1.8376 0.361 0.510 -0.056
C 0.5836 -1.1240 -2.5859 -0.136 0.230 -0.938
C -1.3486 -0.6829 1.8965 -0.103 1.023 -1.283
C 0.8899 -0.5588 -1.1807 -0.624 0.442 -0.892
H 0.3591 -5.3057 -1.3451 -0.106 0.168 -0.031
H -0.0300 1.4955 1.4530 -0.668 0.688 -1.552
H -1.1491 0.0510 -0.0268 -0.754 0.390 0.158
H -0.2899 1.2042 -0.6483 0.547 0.111 -0.448
H 0.2417 3.2754 -0.4325 0.551 0.174 -0.812
H 1.6867 3.9758 -1.3486 -0.510 -0.575 -0.020
H 0.1909 3.4690 -2.1717 -0.572 0.416 -0.723
H 1.2961 2.9017 2.7114 0.106 0.517 -0.521
H 0.6865 2.1004 4.1195 -0.087 0.011 0.546
H 2.0675 1.4154 3.2785 0.205 -0.058 0.058
H 1.0912 -2.7546 -3.9011 0.445 0.053 0.181
H 2.1525 -2.5812 -2.4051 0.240 -0.173 -0.458
H -3.4052 -0.5863 1.2831 -0.103 0.007 -0.468
H -3.1505 0.0912 2.8265 0.113 0.168 0.321
H -0.5079 -1.1722 -2.7934 0.623 0.317 0.196
H 1.0846 -0.4746 -3.3597 -0.650 -0.241 0.980
H -1.4679 -1.6570 2.3080 0.082 -0.791 0.252
H 1.9539 -0.6750 -1.0486 0.442 0.178 0.238
```
Positions in Å, forces in eV/Å.

HOMO: -5.65 eV
total charge: -1
orbital gap: 8.439 eV
SMILES: CNC(=O)[C@@H](CC(=O)[O-])NC(=O)[C@@H](CCC(=O)O)NC(C)=O
electronic energy: -31543.4774 eV

---

Here is C12H18N4O3S in the gas phase at a distorted geometry from the Open Molecules 2025 dataset. Energies are from ωB97M-V with the def2-TZVPD basis set.

```
38
Properties=species:S:1:pos:R:3:forces:R:3
C -3.1037 -0.1192 -3.2867 -0.176 -0.065 -0.096
C -1.8729 0.4306 -2.6792 0.318 -0.344 -0.067
N -1.7918 1.6512 -2.1298 -0.160 -0.581 -0.284
N -0.5781 1.9491 -1.6467 0.759 0.247 0.250
C 0.1730 0.8931 -1.8801 -0.634 -0.072 -0.269
C -0.5924 -0.1107 -2.5441 -0.508 1.571 0.534
N -0.0974 -1.3648 -2.8990 0.021 -0.616 -0.164
O -0.8607 -2.1873 -3.3770 -0.047 -0.186 -0.105
O 1.0894 -1.5620 -2.6848 0.004 -0.204 -0.176
S 1.8318 0.7358 -1.4419 0.703 0.452 0.252
C 1.9364 2.1040 -0.2405 -0.300 -0.107 -0.381
C 1.0260 1.8899 0.9613 0.271 0.335 -0.230
O 0.1497 2.6988 1.2036 -0.194 0.203 0.097
N 1.2281 0.8055 1.7383 -0.041 -0.133 0.370
C 2.2623 -0.1965 1.6089 0.214 -0.425 -0.281
H 2.6902 -0.3487 2.6074 0.039 0.060 -0.102
C 1.7748 -1.5475 1.0663 0.039 0.028 0.251
H 2.5842 -2.2650 1.2155 0.084 -0.033 -0.031
H 1.6088 -1.4698 -0.0087 0.009 -0.029 0.067
C 0.5011 -2.0835 1.7195 -0.009 0.036 -0.276
H 0.6319 -2.1781 2.7990 -0.002 -0.104 0.115
C -0.7262 -1.2199 1.4122 -0.071 -0.050 0.251
C -0.9724 -0.1026 2.4289 0.122 0.040 -0.119
C 0.3126 0.6187 2.8489 -0.424 0.159 0.110
H 0.0568 1.6042 3.2470 0.081 -0.159 0.042
H 0.8332 0.0522 3.6225 0.038 0.017 -0.048
H -1.4414 -0.5111 3.3260 -0.062 0.007 0.041
H -1.6586 0.6237 1.9910 -0.049 0.031 0.082
H -1.6184 -1.8486 1.3766 -0.021 0.017 -0.074
H -0.6029 -0.7817 0.4194 -0.043 -0.006 -0.092
H 0.3330 -3.0872 1.3237 0.022 -0.032 0.087
H 3.0592 0.1688 0.9610 0.022 0.023 0.120
H 1.6186 3.0195 -0.7364 0.075 0.020 0.214
H 2.9849 2.1748 0.0456 0.020 -0.012 -0.046
H -2.5291 2.3335 -2.0352 0.079 -0.136 -0.027
H -3.9473 -0.0066 -2.6078 -0.072 -0.021 0.021
H -2.9558 -1.1717 -3.5135 -0.069 0.076 0.019
H -3.3369 0.4092 -4.2111 -0.036 -0.006 -0.055
```
Positions in Å, forces in eV/Å.

HOMO: -8.55 eV
orbital gap: 8.386 eV
SMILES: Cc1[nH]nc(SCC(=O)N2CCCCCC2)c1[N+](=O)[O-]
electronic energy: -35671.7677 eV